Record 1
ORCA calculation (ωB97M-V/def2-TZVPD) on a structure of composition C28H36Cl5N4O5P2S3W.

Its net charge is 0. The HOMO energy (alpha / beta) is -6.8174 / -6.6133 eV. The value obtained for the HOMO-LUMO gap (alpha / beta) is 6.83 / 6.43 eV. The multiplicity is 2. The calculation puts the lowest unoccupied orbital energy (alpha / beta) at 0.0006 / -0.0068 Ha.

```
84
Properties=species:S:1:pos:R:3:forces:R:3
W -1.0961 0.3630 0.3722 0.1 -0.1 -0.1
O -1.0860 -0.2910 -1.6774 0.0 0.1 0.0
N -1.3095 0.5977 -2.6488 0.0 0.0 0.0
C -0.7980 0.3252 -3.8666 0.0 0.0 0.0
C -1.0365 1.1579 -4.9249 0.0 0.0 0.0
C -1.8280 2.2913 -4.7207 0.0 0.0 0.0
C -2.3385 2.5474 -3.4714 0.0 0.0 -0.1
C -2.0737 1.6869 -2.3953 0.0 0.0 0.0
S -2.6713 1.9011 -0.8022 0.0 0.0 -0.1
H -0.2070 -0.5768 -3.9108 0.0 0.0 0.0
H -0.6138 0.9227 -5.8903 0.0 0.0 0.0
H -2.0351 2.9654 -5.5409 0.0 0.0 0.0
H -2.9525 3.4152 -3.2777 0.0 0.0 0.0
Cl -2.5323 3.3849 2.2945 0.0 0.0 0.0
C -3.3364 1.8394 2.3758 0.1 0.0 0.0
C -2.7902 0.7549 1.6939 -0.1 0.0 0.1
C -3.5688 -0.3914 1.7256 0.0 -0.1 0.0
Cl -2.8914 -1.7066 0.7797 0.1 0.1 0.0
C -4.7812 -0.5348 2.3726 0.0 0.0 0.0
Cl -5.6600 -2.0064 2.2898 0.0 0.0 0.0
C -5.2522 0.5547 3.1008 0.0 0.1 0.0
Cl -6.7179 0.4236 3.9885 0.0 0.0 0.0
C -4.5271 1.7470 3.0973 0.0 0.0 0.0
Cl -5.1238 3.0997 3.9797 0.0 0.0 0.0
C 0.3841 -1.3147 3.3001 0.0 0.0 0.0
P -0.0292 0.3278 2.6262 0.0 -0.1 0.1
C -0.6909 1.1642 4.1017 0.0 0.0 0.0
C 1.6220 1.1366 2.4636 -0.1 0.0 0.0
C 1.4453 2.4403 1.6832 0.0 0.0 0.0
P 0.5614 2.0692 0.1107 0.0 -0.1 0.0
C 0.1802 3.7233 -0.5411 0.0 0.0 0.0
C 1.9296 1.5207 -0.9696 0.0 0.0 0.0
H 0.8477 -1.2078 4.2834 0.0 0.0 0.0
H 1.0611 -1.8390 2.6286 0.0 0.0 0.0
H -0.5455 -1.8771 3.4053 0.0 0.0 0.0
H -0.0039 1.0131 4.9363 0.0 0.0 0.0
H -1.6585 0.7418 4.3693 0.0 0.0 0.0
H -0.8001 2.2306 3.9186 0.0 0.0 0.0
H 2.2732 0.4399 1.9300 0.0 0.0 0.0
H 2.0510 1.3119 3.4523 0.0 0.0 0.0
H 2.3944 2.9431 1.4824 0.0 0.0 0.0
H 0.8088 3.1330 2.2437 0.0 0.0 0.0
H 1.0685 4.3555 -0.4913 0.0 0.0 0.0
H -0.6266 4.1676 0.0406 0.0 0.0 0.0
H -0.1502 3.6475 -1.5773 0.0 0.0 0.0
H 2.7259 2.2668 -1.0142 0.0 0.0 0.0
H 1.5447 1.3408 -1.9764 0.0 0.0 0.0
H 2.3281 0.5768 -0.5985 0.0 0.0 0.0
C 4.0621 2.2964 -4.0299 0.0 0.0 0.0
C 3.7748 0.8244 -3.9174 0.0 0.0 0.0
C 2.9041 0.1962 -4.8004 0.0 0.0 0.0
C 2.6271 -1.1595 -4.6883 0.0 0.0 0.0
C 3.2266 -1.8983 -3.6812 0.0 0.0 0.0
C 4.0998 -1.2905 -2.7875 0.0 0.0 0.0
C 4.3698 0.0612 -2.9125 0.0 0.0 0.0
S 2.8750 -3.6311 -3.5181 0.0 0.0 0.0
O 4.0966 -4.2902 -3.1681 0.0 0.0 0.0
O 2.1209 -3.9989 -4.6817 0.0 0.0 0.0
N 1.8855 -3.7602 -2.2383 0.0 0.0 0.1
C 0.6041 -3.0570 -2.3053 0.0 0.0 0.0
C -0.0452 -3.0035 -0.9248 0.0 0.0 0.0
C 0.8426 -2.2109 0.0214 0.0 0.0 0.0
O 1.8956 -2.7038 0.4111 0.0 0.0 -0.1
O 0.4887 -1.0083 0.3522 -0.1 0.0 0.0
H 3.7659 2.6846 -5.0036 0.0 0.0 0.0
H 5.1235 2.5006 -3.8881 0.0 0.0 0.0
H 3.5155 2.8571 -3.2676 0.0 0.0 0.0
H 2.4442 0.7720 -5.5955 0.0 0.0 0.0
H 1.9702 -1.6577 -5.3902 0.0 0.0 0.0
H 4.5728 -1.8804 -2.0123 0.0 0.0 0.0
H 5.0574 0.5332 -2.2201 0.0 0.0 0.0
H 2.3604 -3.6504 -1.3419 0.0 0.0 0.0
H -0.0428 -3.5779 -3.0098 0.0 0.0 0.0
H 0.7392 -2.0277 -2.6584 0.0 0.0 0.0
H -0.1585 -4.0146 -0.5322 0.0 0.0 0.0
H -1.0181 -2.5352 -1.0360 0.0 0.0 0.0
N -1.4014 -2.9704 6.4958 0.0 0.0 0.0
C -2.5877 -2.3343 6.3713 0.0 0.0 0.0
N -3.3328 -2.2570 7.4928 0.0 0.0 0.0
S -3.1001 -1.6789 4.9262 0.0 0.0 0.0
H -1.1934 -3.5413 7.2973 0.0 0.0 0.0
H -0.8850 -3.1381 5.6509 0.0 0.0 0.0
H -2.9691 -2.5087 8.3953 0.0 0.0 0.0
H -4.1821 -1.7240 7.4436 0.0 0.0 0.0
```
Forces are in eV/Å.

Record 2
ORCA calculation (ωB97M-V/def2-TZVPD) on a structure of composition C28H32N6O4Tl.

Its net charge is -1. The HOMO energy is -3.7104 eV. The value obtained for the HOMO-LUMO gap is 5.94 eV. The calculation puts the lowest unoccupied orbital energy at 0.0820 Ha.

```
71
Properties=species:S:1:pos:R:3:forces:R:3
Tl 0.3205 1.3376 -0.9627 0.0 0.0 0.1
O -1.6807 3.1286 2.8617 0.0 0.0 0.0
C -1.1163 2.4365 1.9967 0.0 0.1 -0.1
N -0.8302 2.7301 0.7330 0.0 0.0 0.1
C -1.2063 3.9764 0.2017 0.0 0.0 -0.1
C -1.1858 5.1680 0.9308 0.0 0.0 0.0
C -1.5333 6.3757 0.3453 0.0 0.0 0.0
C -1.9191 6.4110 -0.9863 0.0 0.0 0.0
C -1.9422 5.2417 -1.7297 0.0 0.0 0.0
C -1.5758 4.0169 -1.1654 0.0 0.0 0.1
N -1.4654 2.8358 -1.9174 0.1 0.0 -0.1
C -2.3347 2.5731 -2.8785 0.0 0.0 0.1
O -3.3913 3.1581 -3.1789 0.0 0.0 0.0
C -2.0215 1.3356 -3.7161 0.0 0.0 0.0
C -3.0908 0.6763 -4.3270 0.0 0.0 0.0
C -2.8402 -0.4251 -5.1218 0.0 0.0 0.0
C -1.5236 -0.8236 -5.3185 0.0 0.0 0.0
C -0.5276 -0.1000 -4.6853 0.0 0.0 0.0
N -0.7613 0.9420 -3.8909 0.0 0.1 0.0
C -0.7653 1.0124 2.4097 0.0 0.0 0.1
C -1.2956 0.5301 3.6062 0.0 0.0 0.0
C -1.0528 -0.7815 3.9672 0.0 0.0 0.0
C -0.2823 -1.5759 3.1277 0.0 0.0 0.0
C 0.2182 -1.0066 1.9680 0.0 0.0 0.0
N -0.0099 0.2553 1.6202 0.0 0.0 0.1
H -0.9094 5.1274 1.9733 0.0 0.0 0.0
H -1.5113 7.2846 0.9359 0.0 0.0 0.0
H -2.2057 7.3477 -1.4513 0.0 0.0 0.0
H -2.2503 5.2583 -2.7651 0.0 0.0 0.0
H -4.0843 1.0683 -4.1612 0.0 0.0 0.0
H -3.6549 -0.9608 -5.5947 0.0 0.0 0.0
H -1.2727 -1.6696 -5.9452 0.0 0.0 0.0
H 0.5158 -0.3730 -4.8160 0.0 0.0 0.0
H -1.8895 1.2056 4.2043 0.0 0.0 0.0
H -1.4655 -1.1861 4.8841 0.0 0.0 0.0
H -0.0791 -2.6147 3.3580 0.0 0.0 0.0
H 0.8080 -1.5951 1.2732 0.0 0.0 0.0
C -3.4356 0.6718 -0.4057 -0.1 0.0 0.0
O -2.3949 -0.2273 -0.0558 0.0 0.0 0.0
C -2.6379 -1.5646 -0.4295 0.0 0.0 0.0
C -1.7361 -1.9940 -1.5663 0.0 0.0 0.0
O -0.4527 -2.2640 -1.0352 0.0 0.0 0.0
C 0.5465 -2.3624 -2.0219 0.0 0.0 0.0
H -4.3482 0.4367 0.1555 0.0 0.0 0.0
H -3.6566 0.6358 -1.4773 0.0 0.0 0.0
H -3.0919 1.6704 -0.1523 0.0 0.0 0.0
H -3.6857 -1.7046 -0.7193 0.0 0.0 0.0
H -2.4319 -2.2034 0.4361 0.0 0.0 0.0
H -1.6858 -1.1897 -2.3111 0.0 0.0 0.0
H -2.1328 -2.8952 -2.0583 0.0 0.0 0.0
H 0.3314 -3.1741 -2.7310 0.0 0.0 0.0
H 1.4855 -2.5722 -1.5092 0.0 0.0 0.0
H 0.6539 -1.4231 -2.5729 0.0 0.0 0.0
N 3.9716 -0.2775 0.2191 0.1 0.0 0.0
C 3.7119 -1.2054 0.8539 0.0 -0.1 0.0
N 3.3976 -2.2969 1.5683 0.0 0.0 0.0
C 4.1369 -3.5121 1.2051 0.0 0.0 0.0
C 5.5271 -3.5286 1.8315 0.0 0.0 0.0
C 5.4332 -3.3361 3.3450 0.0 0.0 0.0
C 4.6520 -2.0675 3.6872 0.0 0.0 0.0
C 3.2821 -2.0864 3.0198 0.0 0.0 0.0
H 4.1838 -3.5709 0.1185 0.0 0.0 0.0
H 3.5478 -4.3611 1.5623 0.0 0.0 0.0
H 6.1214 -2.7228 1.3903 0.0 0.0 0.0
H 6.0271 -4.4698 1.5913 0.0 0.0 0.0
H 6.4316 -3.2988 3.7850 0.0 0.0 0.0
H 4.9248 -4.2013 3.7862 0.0 0.0 0.0
H 5.2011 -1.1867 3.3411 0.0 0.0 0.0
H 4.5305 -1.9682 4.7679 0.0 0.0 0.0
H 2.7290 -1.1636 3.1848 0.0 0.0 0.0
H 2.6758 -2.9075 3.4120 0.0 0.0 0.0
```
Forces are in eV/Å.

Record 3
ORCA calculation (ωB97M-V/def2-TZVPD) on a cluster of 8 separate species, C4H24NO8S in total at a distorted geometry.

Its net charge is -1. The HOMO energy is -5.8319 eV. The value obtained for the HOMO-LUMO gap is 8.85 eV. The calculation puts the lowest unoccupied orbital energy at 0.1109 Ha.

```
38
Properties=species:S:1:pos:R:3:forces:R:3
C -2.3582 -0.4450 -0.6003 0.2 1.0 -0.9
C -0.8349 -0.5657 -0.5298 0.4 0.3 0.6
C -0.3160 -1.7217 -1.3891 0.7 0.3 -0.3
S -0.2863 -1.3240 -3.1790 -0.2 -0.3 0.0
N -0.3004 -0.7153 0.8512 -0.3 -0.1 0.2
C -0.8629 -1.8109 1.6240 0.0 0.3 0.9
O -2.1859 -1.6405 2.0653 -0.9 0.1 0.0
H -2.7158 0.4257 -0.0358 0.1 -0.2 -0.1
H -2.6868 -0.3257 -1.6448 0.2 0.1 0.2
H -2.8297 -1.3217 -0.2253 -0.4 -0.7 0.5
H -0.3482 0.3687 -0.8655 -0.4 -0.4 -0.1
H 0.7032 -2.0033 -1.0838 -0.3 0.2 -0.1
H -0.9282 -2.6153 -1.2941 -0.2 0.0 0.0
H 0.2005 -0.0700 -3.0999 0.1 0.1 0.2
H -0.4109 0.1900 1.3973 0.2 -1.0 -0.8
H -0.8662 -2.7778 1.1034 0.3 0.3 -0.3
H -0.2442 -1.9440 2.5342 0.2 0.1 -0.4
H 3.1573 -1.5443 -2.4247 -0.3 0.4 -0.9
H 3.0860 -1.6533 -0.9419 0.0 0.1 0.4
O 3.4483 -2.0984 -1.7163 0.4 -0.7 0.2
H 2.0378 2.2162 -0.2680 0.1 0.0 0.0
H 2.7984 0.8785 -0.2337 0.0 0.0 0.0
O 2.8618 1.7813 -0.5811 0.4 0.3 0.1
H -3.3576 1.2439 2.0634 -0.6 0.3 -0.4
H -2.4444 -0.6969 2.2862 0.6 -0.6 -0.1
O -2.7659 0.8791 2.7077 1.1 0.2 0.3
H 0.2833 3.6891 -0.0133 -0.2 1.3 0.0
H -0.0878 2.3223 0.8247 0.5 0.3 -0.6
O 0.4055 2.7639 -0.1016 -0.5 -1.3 0.8
H 0.4429 2.1440 -1.8003 0.8 -0.2 -0.4
H 1.8892 1.6739 -2.1585 -0.5 0.2 0.2
O 0.9865 1.7576 -2.5314 -0.4 0.0 -0.3
H 1.5165 -0.7112 0.5946 -1.2 -0.1 0.3
H 2.9132 -0.7676 1.2554 0.0 0.0 0.0
O 2.4730 -0.7133 0.4012 0.8 -0.1 0.3
H 0.0176 2.0399 2.6400 0.5 0.2 0.6
H -1.8316 1.3007 2.4373 -0.9 -0.2 0.2
O -0.5587 1.7912 1.9323 -0.4 0.1 -0.3
```
Forces are in eV/Å.